No. 1
Here is 2 unconnected molecules or ions with the total composition C13H31BBrINOSi from the Open Molecules 2025 dataset. Energies are from wB97M-V/def2-TZVPD.

Output
**Kohn-Sham gap**: 9.01 eV
**Highest occupied orbital energy**: -11.37 eV
**Total charge**: +1
**LUMO energy**: -2.36 eV

The geometry in XYZ format:
```
50
Properties=species:S:1:pos:R:3:forces:R:3
C -1.57623 0.74998 -3.01962 -0.066 -0.070 0.075
H 5.56810 0.68918 3.51668 0.062 0.050 0.212
C -1.84806 -0.12255 -0.28546 0.012 -0.329 0.003
H -5.71656 -0.00023 -2.63518 -0.023 0.009 -0.018
C -4.70131 1.30306 -4.03203 -0.001 0.000 -0.021
H -3.73104 -1.33526 -2.25111 0.129 -0.003 0.012
H -3.08430 2.61600 -3.32895 0.040 0.029 0.108
H 2.47006 -2.90146 3.14926 -0.391 -0.261 -0.729
H -2.86205 1.71400 -0.66160 -0.013 0.020 -0.045
B 1.95152 -1.09512 2.57941 -0.638 -0.252 0.407
C -2.95978 0.66816 -0.95238 0.256 0.068 0.225
H 1.71807 2.09189 3.53418 0.336 0.221 -0.120
N -2.95918 0.65613 -2.46501 -0.176 0.171 -0.195
H -1.71560 -1.93902 -1.50634 0.021 -0.042 0.015
H -1.65366 0.88716 -4.09533 0.005 0.017 -0.011
I 2.16231 -0.18767 -0.88492 0.088 -0.002 0.129
H -3.94564 0.32191 -0.63939 -0.041 0.015 -0.069
C -3.77206 1.85623 -2.96848 -0.099 -0.047 -0.120
H 1.64985 1.18150 5.00339 0.133 -0.012 0.200
H -0.87630 0.26574 -0.58979 0.021 0.057 0.058
H -3.08635 -0.94457 -3.85812 0.043 -0.006 0.018
C 4.67888 0.49157 1.56079 0.173 -0.190 -0.104
C -1.87671 -1.63873 -0.46959 -0.005 0.083 -0.017
H 4.21150 1.42890 1.84766 -0.183 0.135 -0.021
C 1.94580 1.12255 3.96213 -0.677 -0.162 -0.185
H 5.05321 -1.70886 3.52929 -0.300 -0.114 -0.163
H -2.82443 -2.06195 -0.13026 -0.005 -0.019 -0.024
H 6.08035 -1.96076 2.06812 -0.168 -0.086 -0.187
Br 7.49446 0.76091 1.96044 -0.082 0.055 0.175
C -3.67342 -0.57370 -3.02059 -0.168 -0.076 0.046
C 5.74545 0.11761 2.61623 -0.139 0.146 -0.647
H 3.01247 0.92504 3.92330 0.172 0.097 -0.035
C 5.89702 -1.34737 2.94109 0.549 0.096 0.507
Si 3.37058 -0.82121 1.19986 0.530 0.207 0.223
H 6.76546 -1.46097 3.58437 0.073 -0.093 0.114
C 1.09182 0.03062 3.25991 0.020 -0.173 -0.023
H -4.18943 1.22698 -4.99333 -0.024 -0.025 -0.011
C -5.03048 -0.07700 -3.48133 -0.011 0.039 -0.036
H -1.07423 1.60100 -2.56621 0.056 -0.014 -0.009
H -1.92481 0.08823 0.78346 -0.064 0.114 -0.021
H -1.08213 -2.09428 0.11882 0.007 -0.001 0.005
H 5.18295 0.69791 0.62143 0.007 -0.035 -0.230
H -1.03954 -0.16952 -2.80528 0.054 0.025 0.013
H -5.58053 1.92852 -4.16827 0.040 0.062 0.016
H 4.01679 -2.11974 0.92860 -0.023 -0.001 -0.271
H -4.33729 2.24874 -2.12698 0.012 -0.025 0.036
H 0.45993 -0.44544 4.00547 -0.157 -0.164 0.032
H 0.40693 0.47590 2.53755 0.009 0.206 -0.142
H -5.48023 -0.73723 -4.21924 0.040 -0.062 0.027
O 1.66781 -2.40278 2.92336 0.568 0.342 0.799
```
Positions in Å, forces in eV/Å.

***

No. 2
Here is a molecular structure, C13H31GaN2 from the Open Molecules 2025 dataset. Energies are from wB97M-V/def2-TZVPD.

Output
**Kohn-Sham gap**: 5.99 eV
**Energy relative to the best compared isomer or geometry (same formula, charge and spin)**: 0.00 kcal per mole
**Highest occupied orbital energy**: -6.52 eV
**LUMO energy**: -0.53 eV

The geometry in XYZ format:
```
47
Properties=species:S:1:pos:R:3:forces:R:3
H 2.80565 0.31589 0.31276 0.039 0.023 -0.028
H -0.48768 -1.36536 -2.49722 0.009 0.020 0.008
H 4.02561 0.15054 -2.96120 0.037 0.024 -0.007
C 0.90367 -0.66464 0.08555 -0.272 -0.166 0.182
H -0.74372 -1.90217 -4.87201 -0.017 0.009 -0.033
H 3.86402 1.48763 -1.78954 0.038 0.007 -0.005
H -0.60474 0.80803 2.32507 0.083 -0.108 -0.184
H -3.56998 -2.34123 3.84697 0.055 -0.143 -0.055
C -0.66719 -0.54250 -3.19200 0.095 -0.099 -0.036
N 2.31342 0.05666 -1.72854 0.387 0.001 0.034
H 0.55108 -2.58353 -0.89162 0.002 0.011 -0.048
H 0.80292 -1.08676 -4.73050 -0.002 -0.004 -0.019
H -2.13823 -1.43422 3.34023 0.088 -0.139 -0.148
C 1.38145 -1.93429 -0.62277 0.044 0.029 0.005
H 1.53645 1.41086 -0.26956 0.038 0.024 0.009
H -3.38425 -0.19632 5.14640 -0.054 -0.067 0.113
Ga -2.98905 1.54162 3.26171 -0.661 0.240 0.200
H -4.80174 -0.12814 4.09594 -0.089 0.014 0.099
H -2.69494 1.35083 1.67021 0.202 -0.142 -0.085
C -0.27500 -0.95471 -4.60896 -0.044 0.004 0.070
N 0.12538 0.53372 2.99370 0.175 0.045 -0.137
H 0.85618 -0.77204 1.17007 0.010 0.106 0.003
H -3.60167 -1.43546 2.33714 0.071 0.030 -0.142
H -0.60100 -0.20954 -5.33606 0.039 0.018 -0.012
C -0.00041 0.74514 -2.70305 -0.216 -0.018 0.028
H 0.47768 0.96871 4.93463 0.048 -0.086 0.043
C -0.15424 1.17305 4.06549 -0.100 -0.002 -0.052
H 2.03787 -2.51547 0.02377 0.041 0.041 0.007
H -1.74505 -0.37830 -3.16518 -0.004 0.020 0.056
H 1.91671 0.58184 -3.71743 -0.022 -0.089 0.002
H -0.93637 3.08152 3.72592 -0.096 0.091 -0.063
H -0.09862 -0.39469 -0.24087 -0.007 0.014 0.021
H -1.44106 2.36800 5.25200 -0.029 0.088 0.048
C 3.74677 0.41815 -1.94500 -0.138 0.041 0.014
H -0.34989 1.55947 -3.34473 0.099 0.029 -0.030
C 1.51655 0.84744 -2.73894 -0.164 0.091 -0.052
C 2.15823 -1.45254 -1.85401 -0.052 -0.197 0.036
H -4.05756 2.74347 3.42780 0.090 0.027 -0.012
H 4.35494 -0.13075 -1.23232 0.024 0.005 0.008
C -3.71233 -0.16851 4.10561 0.386 0.166 -0.576
H 1.78350 1.88714 -2.54936 0.069 -0.009 0.000
H 1.68179 -1.67764 -2.80287 -0.053 0.098 -0.002
C 1.91193 0.39077 -0.30417 -0.230 -0.085 0.134
C -1.25551 2.15011 4.20023 0.219 -0.160 0.135
C -3.22844 -1.42125 3.36035 -0.184 0.104 0.536
H -0.37030 0.99950 -1.70925 0.013 0.041 -0.005
H 3.15717 -1.88002 -1.87442 0.035 0.053 -0.059
```
Positions in Å, forces in eV/Å.

***

No. 3
Here is a molecular structure, C13H31O14S3V from the Open Molecules 2025 dataset. Energies are from wB97M-V/def2-TZVPD.

Output
**Kohn-Sham gap (alpha / beta)**: 7.22 / 7.30 eV
**Energy relative to the best compared isomer or geometry (same formula, charge and spin)**: 0.00 kcal per mole
**Highest occupied orbital energy (alpha / beta)**: -4.79 / -4.86 eV
**⟨S²⟩**: 0.78
**Total charge**: -1
**Multiplicity**: 2
**LUMO energy (alpha / beta)**: 2.44 / 2.44 eV

The geometry in XYZ format:
```
62
Properties=species:S:1:pos:R:3:forces:R:3
O -4.30303 -17.88074 -19.90894 -1.180 -0.698 1.364
C 1.18968 -14.36657 -22.19224 0.356 -1.069 -0.927
H 2.77373 -15.24009 -23.31342 -0.091 -0.161 0.089
O -1.45049 -16.69263 -19.50571 -2.373 2.892 3.801
H -2.09865 -17.96910 -15.51065 -0.238 0.934 0.327
H 2.79159 -13.51086 -23.33268 -0.019 0.189 -0.043
H -6.52012 -14.03368 -21.25494 0.013 0.172 0.056
C -3.52657 -20.31908 -19.61853 -0.155 1.179 0.696
C -0.01024 -13.07275 -19.63736 -0.565 -0.522 -0.231
V -3.22830 -16.06125 -20.57334 -0.637 0.867 -1.781
H -4.43746 -14.04332 -23.58072 0.055 -0.796 0.033
O -1.48688 -11.75151 -21.43241 1.282 -2.875 0.121
C -0.94722 -17.41004 -20.41788 0.554 0.201 -0.430
H -3.64741 -20.80131 -20.58855 -0.480 0.183 0.233
S -0.92641 -13.10051 -21.21515 -0.653 1.472 -0.504
H -5.51626 -15.22076 -17.19985 0.049 0.417 0.016
O -4.03407 -15.87074 -21.95077 1.288 -0.760 1.803
C -3.14900 -18.21265 -15.67052 0.381 -1.931 -0.858
C -6.10472 -15.34988 -18.10822 -0.720 -0.133 0.696
H -0.55629 -12.51028 -18.88003 -0.366 -0.073 -0.359
H -2.38073 -18.87592 -17.62911 -0.173 -0.242 0.069
H -5.96077 -16.39621 -18.37761 -0.091 0.047 -0.448
S -4.79397 -19.05628 -19.17603 0.660 -1.171 -0.663
H -8.24887 -13.75175 -26.84768 0.037 0.088 -0.123
O -1.82177 -14.26373 -21.33234 1.807 1.687 0.287
C -3.24464 -18.36368 -17.20560 0.891 1.713 1.674
C 2.12187 -14.36933 -23.38375 0.799 0.272 -0.201
O 0.12700 -17.95452 -20.31735 2.144 -1.476 0.055
C -6.73689 -14.69107 -20.41295 0.746 0.227 0.260
H -5.51008 -15.35503 -24.42447 0.061 0.131 0.841
O -6.15863 -19.53696 -19.35172 2.068 1.136 0.628
H -6.03412 -13.37323 -18.84236 0.271 0.400 -0.007
H -6.12793 -13.70315 -23.76267 -0.281 -0.384 -0.296
H -7.79143 -14.60418 -20.15124 -0.094 0.112 0.117
O -4.55664 -12.25692 -25.79889 -0.297 0.501 -0.803
C -5.79042 -14.37265 -19.20273 1.449 -1.707 -1.454
C -7.41134 -13.13683 -26.51826 0.612 0.872 -1.318
H -7.16050 -15.18194 -17.89557 -0.248 -0.380 0.541
H 1.68955 -14.37969 -24.38430 -0.480 -0.010 0.273
H -3.40130 -20.98967 -18.76840 -0.251 -0.154 -0.269
O -6.27712 -14.00604 -26.69591 1.890 0.340 0.148
H 0.05455 -14.11571 -19.32732 0.220 -0.035 0.056
O -3.78497 -14.58507 -26.37263 -2.347 1.845 -0.059
H -6.97880 -11.86017 -28.41392 0.790 -0.778 0.279
O -4.48848 -18.95584 -17.54671 -1.134 0.021 -2.339
H -3.93434 -17.57776 -15.26033 0.477 0.247 -0.050
H -7.56542 -12.93514 -25.45822 0.088 0.279 0.006
H -6.56076 -15.70356 -20.77618 0.086 -0.121 0.129
C -7.27282 -11.80821 -27.36561 -0.952 -0.355 0.868
O -1.69797 -17.40001 -21.43251 -2.731 -0.033 -2.936
H -8.25656 -11.36750 -27.52728 -0.380 0.058 0.656
H -3.19663 -19.19363 -15.19775 -0.443 -0.174 0.120
O -4.40801 -14.49972 -19.54154 0.375 -0.841 -0.338
O 0.35756 -13.22884 -22.27345 -2.242 1.078 1.078
H 1.83712 -14.31315 -21.31698 -0.361 -0.214 0.343
H -3.15317 -17.31427 -17.48573 -0.378 -0.133 -1.018
C -5.31873 -14.31455 -24.16201 0.878 1.554 -2.427
H -2.66526 -19.65333 -19.67351 0.303 -0.267 -0.181
S -4.82482 -13.65437 -25.90370 -0.262 -3.263 2.508
H 0.95998 -12.59294 -19.76605 -0.118 -0.187 -0.333
H -6.67678 -11.09282 -26.79899 0.148 -0.062 -0.347
H 0.58386 -15.27083 -22.25064 -0.041 -0.110 0.571
```
Positions in Å, forces in eV/Å.

***

no.,largest force on an atom (eV Å⁻¹)
1,1.04
2,0.73
3,5.33